Record 1
A cluster of 3 separate species, C20H48N3 in total, computed with wB97M-V/def2-TZVPD.

```
71
Properties=species:S:1:pos:R:3:forces:R:3
C 1.2137 1.8389 1.4265 0.065 0.088 0.013
C 1.5110 1.5254 -0.0494 -0.021 -0.054 -0.028
C 0.2561 1.4092 -0.9237 -0.038 0.028 0.093
C -0.7845 0.4121 -0.3742 0.106 -0.067 0.005
C -2.0329 1.0473 0.2373 -0.109 -0.012 -0.095
C -2.9436 -0.0043 0.8747 0.070 -0.027 0.106
C -4.3359 0.4765 1.3079 -0.035 0.068 -0.106
C -4.4283 1.7747 2.1813 0.188 -0.189 0.105
N -5.7066 2.4017 2.1991 -0.063 0.070 0.090
H 1.9892 2.4829 1.8517 -0.036 -0.117 0.005
H 0.2605 2.3613 1.5430 0.116 -0.020 -0.030
H 1.1674 0.9344 2.0385 -0.082 0.071 -0.063
H 2.1737 2.2969 -0.4582 -0.094 -0.050 -0.030
H 2.0677 0.5803 -0.1180 -0.017 0.115 0.039
H -0.2034 2.4025 -1.0234 0.015 -0.124 0.035
H 0.5580 1.1087 -1.9325 0.004 0.057 0.035
H -0.3044 -0.2209 0.3870 -0.050 0.032 -0.093
H -1.1002 -0.2735 -1.1701 0.013 0.054 0.062
H -2.5825 1.5931 -0.5435 0.043 -0.061 0.089
H -1.7507 1.7973 0.9807 -0.020 -0.070 -0.049
H -3.0561 -0.8292 0.1536 0.027 0.005 0.099
H -2.4059 -0.4363 1.7349 -0.155 0.145 -0.197
H -4.9651 0.6483 0.4233 0.143 0.049 0.071
H -4.8204 -0.3386 1.8660 -0.097 0.256 -0.150
H -3.5840 2.4336 1.8669 -0.095 -0.036 -0.018
H -4.1498 1.4513 3.2118 0.027 0.033 -0.119
H -5.7200 3.0652 1.4221 -0.046 -0.055 -0.013
C 6.4529 2.4148 -5.0977 0.008 0.005 0.012
C 5.3864 1.5093 -4.5006 -0.024 -0.003 0.022
N 4.1192 2.1863 -4.2968 0.010 -0.014 -0.041
C 3.1962 1.4567 -3.4404 -0.005 0.019 0.038
C 2.6668 0.1082 -3.9389 -0.010 -0.005 0.014
C 3.5385 2.8118 -5.4752 -0.020 -0.008 0.020
C 3.2983 1.9269 -6.7042 0.002 0.004 -0.008
H 6.5557 3.3255 -4.5056 -0.005 -0.002 -0.006
H 7.4138 1.8982 -5.1112 0.000 0.008 0.002
H 6.2202 2.7000 -6.1248 -0.003 -0.006 0.002
H 5.7204 1.1676 -3.5165 0.005 -0.010 -0.013
H 5.3005 0.6040 -5.1236 -0.011 0.002 -0.011
H 2.3519 2.1158 -3.2256 0.002 0.007 0.005
H 3.7044 1.2970 -2.4848 0.018 -0.001 -0.009
H 1.9409 0.2232 -4.7435 0.013 0.002 -0.004
H 2.1674 -0.4122 -3.1195 -0.010 0.001 -0.007
H 3.4731 -0.5351 -4.2961 0.001 0.002 0.012
H 4.1846 3.6424 -5.7712 0.016 -0.008 0.010
H 2.5947 3.2640 -5.1613 0.007 0.008 -0.020
H 4.1777 1.3246 -6.9401 0.006 0.021 -0.016
H 3.0873 2.5528 -7.5737 -0.019 -0.003 0.004
H 2.4566 1.2494 -6.5702 0.021 -0.015 0.010
C -0.2480 -1.5504 3.4461 0.056 0.063 -0.004
C -0.7678 -2.8897 3.9421 0.021 -0.026 0.062
N -1.9960 -2.7707 4.7030 0.018 -0.047 -0.002
C -2.2963 -3.9361 5.5120 -0.019 0.049 0.002
C -2.5756 -5.2624 4.7938 -0.011 -0.028 0.001
C -3.1221 -2.1624 4.0019 -0.070 0.005 0.026
C -3.6058 -2.8371 2.7157 -0.011 -0.054 -0.021
H -0.1822 -0.8425 4.2741 -0.002 0.008 -0.011
H 0.7484 -1.6796 3.0183 0.008 0.018 -0.017
H -0.8824 -1.1097 2.6757 0.067 -0.092 0.080
H -0.0241 -3.3247 4.6184 0.006 -0.023 -0.021
H -0.8468 -3.5834 3.0889 -0.026 0.006 -0.017
H -3.1524 -3.6851 6.1447 0.005 -0.008 0.002
H -1.4463 -4.0859 6.1865 0.010 0.000 0.000
H -3.5416 -5.2609 4.2907 0.024 0.007 0.000
H -2.5785 -6.0796 5.5190 -0.010 -0.008 0.001
H -1.8082 -5.4831 4.0497 0.006 0.002 0.010
H -2.8613 -1.1270 3.7731 -0.013 -0.014 0.017
H -3.9467 -2.1088 4.7171 -0.006 0.042 -0.027
H -2.7753 -3.0507 2.0394 0.000 0.017 -0.012
H -4.2881 -2.1687 2.1885 0.058 -0.099 0.053
H -4.1331 -3.7714 2.9093 0.028 -0.010 0.006
```
Positions in Å, forces in eV/Å.

The net charge is -1. The total energy is -955.0097 a.u.



Record 2
A structure of composition C17H15O4PSc, computed with wB97M-V/def2-TZVPD.

```
38
Properties=species:S:1:pos:R:3:forces:R:3
Sc -0.5419 -0.3944 -2.2177 -0.006 0.286 3.174
C -0.3089 1.6428 -3.0763 1.069 6.474 -3.537
O -0.1410 2.6383 -3.6422 -0.834 -4.720 2.770
C -0.4205 -1.0692 -4.3682 0.252 -2.904 -6.534
O -0.2992 -1.5557 -5.4102 -0.499 2.369 4.864
C -2.7484 -0.5263 -2.2496 -7.029 -0.138 -0.834
O -3.9027 -0.5312 -2.3539 5.398 0.019 0.675
C 1.6721 -0.5437 -2.1728 7.548 -0.231 -0.405
O 2.8285 -0.5758 -2.2337 -5.533 0.127 0.371
H -0.3797 -2.3089 -1.5500 0.436 -0.915 -0.988
H -0.2001 -2.4062 -2.3337 -0.276 -0.425 1.255
C -2.1740 0.1868 1.5668 -0.691 -0.147 -0.313
P -0.8171 0.1052 0.3549 -0.289 0.548 1.950
C 0.0043 1.7255 0.6665 0.594 -0.497 -0.821
C -0.5848 2.8030 -0.0259 0.127 -0.141 -0.264
C -0.0940 4.0930 0.1260 -0.063 0.103 0.085
C 0.9966 4.3311 0.9746 -0.260 -0.252 -0.208
C 1.6130 3.2547 1.6279 -0.095 -0.070 0.078
C 1.1308 1.9479 1.4777 0.077 0.094 -0.034
C 0.0731 -1.4036 0.9256 0.259 0.389 -1.512
C 1.4618 -1.4662 1.1304 0.340 -0.289 0.043
C 2.0186 -2.6521 1.6241 0.047 0.161 -0.051
C 1.2275 -3.7950 1.7995 -0.158 0.193 -0.020
C -0.1289 -3.7667 1.4427 -0.220 0.131 -0.062
C -0.7053 -2.5824 0.9932 -0.020 -0.179 -0.044
H -2.8254 1.0355 1.3258 0.076 -0.179 0.079
H -1.7614 0.3327 2.5790 0.108 -0.056 -0.465
H -2.7570 -0.7409 1.5488 -0.011 0.258 0.077
H -1.4384 2.6115 -0.6855 0.058 0.212 0.252
H -0.5737 4.9109 -0.4130 0.166 -0.159 0.225
H 1.3538 5.3553 1.1119 -0.025 -0.422 -0.030
H 2.4769 3.4516 2.2661 -0.295 -0.168 -0.144
H 1.6128 1.1183 2.0000 -0.165 0.423 -0.070
H 2.0967 -0.6043 0.8997 -0.196 -0.333 0.383
H 3.0777 -2.6914 1.8805 -0.255 0.036 -0.146
H 1.6600 -4.7181 2.1946 -0.084 0.354 -0.158
H -0.7448 -4.6620 1.5273 0.202 0.198 -0.005
H -1.7568 -2.5499 0.6893 0.245 -0.152 0.366
```
Positions in Å, forces in eV/Å.

The net charge is +3. As for the relative energy (zero: lowest compared OMol25 entry of this formula, charge and spin): 0.0000 eV. The total energy is -2058.6566 a.u.



Record 3
A structure of composition C9H24Cu5O11, computed with wB97M-V/def2-TZVPD.

```
49
Properties=species:S:1:pos:R:3:forces:R:3
Cu -4.2834 1.9353 1.1146 0.791 -0.541 -0.373
Cu 1.8636 5.1213 1.1219 -0.311 -0.956 -0.255
Cu -0.4239 5.5802 4.7911 0.330 -0.468 -0.159
Cu -1.1507 1.0287 5.2678 0.439 -0.512 -0.822
Cu -2.8362 6.5722 0.9830 0.035 -0.134 -0.395
C -0.5922 2.4100 1.8058 -2.426 0.479 -1.031
O -0.9866 3.2014 0.9336 -1.988 2.735 -3.941
O -1.0210 1.2586 1.8658 -0.918 -2.888 0.946
O 0.0928 2.9310 2.6817 4.077 1.813 5.470
C 0.6887 -3.3857 4.1032 -0.577 -1.053 -0.387
C 0.2841 -4.8281 3.6591 0.248 0.340 0.022
O -0.3593 -4.8588 2.4142 -0.224 0.573 -0.571
O -0.4967 -2.5529 4.1843 -0.175 0.017 0.355
H 1.2643 -2.8094 3.3789 0.956 -0.838 0.095
H 1.1600 -3.5057 5.0787 0.006 0.560 -0.015
H -0.3859 -5.2702 4.3965 0.022 0.208 0.443
H 1.1074 -5.5330 3.5431 0.398 0.429 0.282
H -1.1636 -4.3443 2.5142 -0.295 -0.153 -0.149
H -0.5810 -2.2728 3.2699 -0.404 0.221 -0.042
C -2.8146 -2.2230 -1.5211 1.502 0.649 2.588
C -4.1041 -2.9159 -1.3677 -0.336 -1.144 -2.493
O -4.7662 -2.7096 -2.6298 -0.688 -0.511 0.279
O -3.0702 -0.8312 -1.4495 -0.741 1.600 -0.457
H -2.2154 -2.5341 -2.3769 -0.573 0.167 -0.388
H -2.1853 -2.4266 -0.6548 0.220 -0.497 0.241
H -4.7489 -2.7381 -0.5071 0.301 0.507 0.114
H -3.8610 -3.9783 -1.3877 -0.236 -0.193 0.212
H -5.1809 -1.8471 -2.7057 0.136 0.115 0.296
H -2.3953 -0.3127 -1.0053 0.459 -0.542 -0.235
C 1.2349 5.3306 -3.7450 1.359 0.362 -2.132
C 0.6997 3.9369 -3.8043 0.886 -0.770 0.915
O -0.6138 3.7815 -3.3701 -1.545 0.356 0.027
O 1.2625 5.9442 -2.4819 -0.580 0.142 1.203
H 0.8591 5.9959 -4.5223 -0.916 0.128 0.257
H 2.2683 5.3089 -4.0910 0.329 -0.445 0.284
H 1.3111 3.3388 -3.1286 0.459 -0.186 -0.009
H 0.8136 3.4694 -4.7824 -0.129 0.398 -0.140
H -0.6404 3.7834 -2.4105 0.161 -0.117 -0.017
H 0.4534 6.4545 -2.4024 -0.005 0.079 -0.049
C 3.4826 -2.2604 -0.8510 -1.352 0.410 1.456
C 4.0280 -1.0673 -0.0535 1.511 1.300 -0.789
O 3.1922 0.1747 -0.1273 1.071 -2.325 0.044
O 2.8772 -1.8988 -2.0754 0.478 0.032 -0.090
H 2.6903 -2.6085 -0.1884 -0.330 -0.773 -0.181
H 4.1938 -3.0685 -1.0220 0.251 0.235 0.493
H 5.0326 -0.9041 -0.4439 -0.102 1.005 -0.451
H 4.2858 -1.2513 0.9895 -0.760 -0.577 0.183
H 2.3404 -0.2486 -0.2568 -0.560 0.505 -0.187
H 3.3899 -2.3725 -2.7343 -0.256 0.259 -0.443
```
Positions in Å, forces in eV/Å.

The net charge is +3. As for the relative energy (zero: lowest compared OMol25 entry of this formula, charge and spin): 6.1043 eV. The total energy is -9385.7301 a.u.



Number 1: highest occupied orbital energy -1.19 eV. Number 2: highest occupied orbital energy -18.50 eV. Number 3: highest occupied orbital energy -14.95 eV.